# C36H72O36

A 12-piece molecular cluster, C36H72O36 overall in a non-equilibrium geometry (wB97M-V/def2-TZVPD, the Open Molecules 2025 dataset).

CARTESIAN COORDINATES (ANGSTROEM)
C (9.9743, 17.7047, -11.1442)
O (11.0770, 18.2455, -10.4439)
C (11.1688, 19.5251, -10.1269)
O (10.2913, 20.3406, -10.4359)
O (12.3464, 19.8204, -9.6005)
C (12.6463, 21.1129, -9.1059)
H (10.2280, 18.2506, -12.0529)
H (9.0911, 18.0725, -10.6218)
H (9.9114, 16.6423, -11.3797)
H (12.4308, 21.8546, -9.8750)
H (13.7094, 21.1146, -8.8653)
H (12.0107, 21.3894, -8.2646)
C (23.5170, 20.9069, -10.7208)
O (22.3511, 21.7164, -10.8674)
C (21.1958, 21.1286, -11.2956)
O (20.9394, 19.9192, -11.2872)
O (20.3463, 22.1222, -11.7347)
C (19.1118, 21.7867, -12.3531)
H (23.6917, 20.4421, -9.7505)
H (24.4803, 21.3826, -10.9049)
H (23.3306, 20.0669, -11.3901)
H (18.4190, 21.6090, -11.5305)
H (19.0390, 20.9395, -13.0351)
H (18.5958, 22.5561, -12.9274)
C (26.0014, 25.0119, -14.0046)
O (26.7190, 26.1213, -13.5300)
C (27.9284, 26.3879, -14.0754)
O (28.5483, 25.6891, -14.9126)
O (28.4535, 27.4843, -13.5330)
C (29.4787, 28.2175, -14.1978)
H (25.8802, 25.2021, -15.0710)
H (25.0255, 25.1085, -13.5287)
H (26.3844, 23.9950, -13.9190)
H (29.8354, 28.8704, -13.4012)
H (29.1080, 28.7625, -15.0660)
H (30.2867, 27.5693, -14.5369)
C (20.5193, 25.8152, -17.6418)
O (21.0284, 24.6905, -17.0316)
C (20.4650, 23.5263, -17.4288)
O (19.4901, 23.3822, -18.1951)
O (21.1292, 22.5861, -16.8665)
C (20.8098, 21.2284, -17.0830)
H (20.8818, 25.9315, -18.6632)
H (20.8615, 26.6870, -17.0843)
H (19.4317, 25.8407, -17.7097)
H (19.7602, 20.9411, -17.0192)
H (21.4323, 20.6782, -16.3775)
H (21.0328, 20.8750, -18.0898)
C (23.4612, 14.5354, -8.4693)
O (23.8819, 13.8851, -7.2311)
C (24.5169, 14.5321, -6.2140)
O (24.6610, 15.7120, -5.9986)
O (25.0337, 13.6119, -5.3719)
C (25.9148, 13.8878, -4.2779)
H (23.0528, 15.4772, -8.1029)
H (22.8022, 13.9073, -9.0687)
H (24.2982, 14.9267, -9.0477)
H (26.7895, 14.4607, -4.5857)
H (26.3126, 13.0203, -3.7512)
H (25.3066, 14.4832, -3.5970)
C (11.9585, 27.0051, -13.0454)
O (13.0989, 27.6738, -12.6302)
C (14.1921, 26.9302, -12.3440)
O (14.2798, 25.7138, -12.5543)
O (15.2151, 27.7611, -12.0819)
C (16.5035, 27.2475, -12.1083)
H (12.1138, 26.6499, -14.0642)
H (11.2184, 27.7956, -12.9208)
H (11.6856, 26.2717, -12.2867)
H (16.7740, 26.6687, -11.2251)
H (17.2200, 28.0598, -11.9863)
H (16.7197, 26.7081, -13.0305)
C (22.5194, 21.7916, -3.8023)
O (22.2132, 22.7475, -2.7120)
C (22.7620, 23.9527, -2.7038)
O (23.3572, 24.4564, -3.6823)
O (22.6603, 24.5326, -1.5073)
C (22.8945, 25.9320, -1.3292)
H (23.5695, 21.5277, -3.6768)
H (22.3554, 22.0753, -4.8419)
H (21.8654, 20.9230, -3.7244)
H (22.3325, 26.4566, -2.1018)
H (23.9380, 26.2284, -1.4351)
H (22.4668, 26.2645, -0.3833)
C (11.4421, 23.1578, -20.8623)
O (12.6554, 23.6464, -20.3373)
C (12.7079, 24.7558, -19.7149)
O (11.7773, 25.6219, -19.6143)
O (13.9356, 25.0004, -19.1903)
C (14.1743, 26.0230, -18.2412)
H (10.8488, 22.8400, -20.0049)
H (11.5525, 22.3278, -21.5602)
H (10.8818, 24.0509, -21.1391)
H (13.2387, 26.5721, -18.1347)
H (14.9537, 26.7501, -18.4691)
H (14.5526, 25.6106, -17.3059)
C (6.7363, 20.7485, -16.9587)
O (7.9016, 20.5060, -16.1292)
C (8.8121, 21.4866, -16.0031)
O (8.5633, 22.6809, -16.0036)
O (10.1082, 20.9788, -15.7668)
C (11.2668, 21.8405, -15.6958)
H (6.0470, 21.5061, -16.5859)
H (6.1770, 19.8628, -17.2599)
H (7.0667, 21.1549, -17.9146)
H (11.0161, 22.8898, -15.5404)
H (11.8131, 21.8000, -16.6381)
H (11.9995, 21.5363, -14.9484)
C (18.7610, 14.2665, -15.2589)
O (18.2075, 15.4408, -14.7213)
C (18.0498, 15.4161, -13.3237)
O (18.4669, 14.5427, -12.5089)
O (17.4001, 16.4510, -13.0081)
C (16.8997, 16.6577, -11.7092)
H (19.0865, 14.2530, -16.2991)
H (17.9835, 13.5413, -15.0189)
H (19.6495, 14.0520, -14.6650)
H (15.9475, 16.1526, -11.5475)
H (16.5557, 17.6833, -11.5750)
H (17.5617, 16.4894, -10.8598)
C (29.4647, 18.9762, -6.2892)
O (29.7112, 19.1873, -4.9531)
C (30.6121, 18.4378, -4.2705)
O (31.0620, 17.3733, -4.7079)
O (30.8604, 18.9604, -2.9985)
C (31.7592, 18.2543, -2.0921)
H (30.3547, 19.0756, -6.9106)
H (28.7324, 19.6681, -6.7051)
H (29.0971, 17.9780, -6.5266)
H (32.8272, 18.2348, -2.3091)
H (31.4932, 17.2041, -1.9726)
H (31.5790, 18.7598, -1.1433)
C (30.5552, 24.0008, -9.1204)
O (29.1428, 23.9185, -9.0915)
C (28.3948, 24.8773, -8.4720)
O (28.8552, 25.8537, -7.8212)
O (27.1047, 24.5459, -8.8100)
C (26.1183, 25.3888, -8.2688)
H (30.8596, 23.3583, -9.9466)
H (31.0316, 23.5369, -8.2567)
H (30.9335, 25.0035, -9.3192)
H (25.1601, 24.8856, -8.1400)
H (26.0605, 26.1823, -9.0139)
H (26.4879, 25.7473, -7.3081)

Results
HOMO level = -0.386 Ha
Electronic energy = -4123.34053 Eh
Orbital gap = 10.5670 eV
Max |F| = 6.74 eV/Å
ΔE to the lowest compared entry with this formula, charge and spin = 725.8 kJ/mol
Total charge = 0
Structure (SMILES) = COC(=O)OC.COC(=O)OC.COC(=O)OC.COC(=O)OC.COC(=O)OC.COC(=O)OC.COC(=O)OC.COC(=O)OC.COC(=O)OC.COC(=O)OC.COC(=O)OC.COC(=O)OC